Below is a structure of composition C19H19ClN6O8RuS3, with properties calculated with wB97M-V/def2-TZVPD.

Last column: natural (NBO) charge in e.
Geometry (Å):
Ru1 -0.87819 0.00982 -0.62748  0.96
N1 -3.88375 2.07641 -3.00946  -0.79
C1 -2.99534 1.24072 -2.39156  0.27
S1 -2.63693 1.55119 -0.72789  0.02
N2 -2.51938 0.26630 -3.12780  -0.44
N3 -1.63108 -0.50047 -2.41366  -0.16
C2 -1.19178 -1.58481 -2.94971  0.05
C3 -0.21754 -2.34506 -2.16917  0.16
C4 0.44960 -3.45728 -2.64553  -0.23
C5 1.41285 -4.04211 -1.83745  -0.13
C6 1.66507 -3.51081 -0.58751  -0.20
C7 0.93447 -2.41398 -0.16264  0.16
N4 0.00854 -1.85615 -0.93546  -0.42
H1 -4.44822 2.65103 -2.40801  0.39
H2 -4.32693 1.71487 -3.83785  0.39
H3 -1.52589 -1.88154 -3.93627  0.21
H4 0.24034 -3.82619 -3.64010  0.21
H5 1.98149 -4.88961 -2.19618  0.21
H6 2.44253 -3.90631 0.04748  0.24
H7 1.09927 -1.94564 0.79335  0.24
O1 -2.29099 -0.85652 0.73408  -0.97
S2 -2.18237 -1.91195 1.78387  2.43
O2 -3.47173 -2.52535 1.97801  -0.98
O3 -1.06288 -2.80956 1.63071  -0.98
C8 -1.86910 -1.05133 3.33680  -0.22
C9 -2.43471 -1.69328 4.43502  -0.21
C10 -2.17431 -1.27463 5.72831  -0.21
C11 -1.32940 -0.20179 5.94517  -0.22
C12 -0.77239 0.45843 4.86381  -0.18
C13 -1.03953 0.05564 3.55804  -0.36
S3 -0.35780 1.15725 2.32186  2.44
O4 0.77441 1.79466 2.94913  -0.98
O5 -1.42591 2.03822 1.90959  -0.98
O6 0.10637 0.28577 1.19576  -0.99
H8 -3.08293 -2.53692 4.24811  0.24
H9 -2.62783 -1.79564 6.56227  0.21
H10 -1.10436 0.12983 6.95104  0.21
H11 -0.11833 1.30565 5.01066  0.24
Cl1 4.50789 1.77884 -0.87942  -0.14
C14 3.78635 0.35065 -0.01725  -0.44
C15 3.40035 -0.75077 -1.02777  0.74
O7 4.14360 -1.74793 -1.05591  -0.75
O8 2.34059 -0.54992 -1.66813  -0.80
H12 2.91345 0.72149 0.51619  0.22
H13 4.55166 0.00175 0.66764  0.21
C16 2.16501 4.42826 -1.39544  -0.40
N5 1.44049 3.23165 -1.77953  -0.32
C17 1.46409 2.61037 -3.00832  -0.08
C18 0.71404 1.48811 -2.88459  -0.02
N6 0.23542 1.42521 -1.60193  -0.42
C19 0.70528 2.47632 -0.95763  0.23
H14 2.64006 4.84181 -2.28127  0.21
H15 2.93249 4.17810 -0.66629  0.24
H16 1.47904 5.16547 -0.98108  0.21
H17 2.03345 3.00110 -3.83156  0.22
H18 0.52644 0.70954 -3.60004  0.23
H19 0.50498 2.72110 0.07298  0.24

Forces on atoms 1 to 2 (eV/Å):
Ru -1.1 0.3 0.6
N 0.0 0.0 0.1

Its HOMO-LUMO gap (spin up / spin down) is 7.47 / 6.93 eV. Its net charge is -1. As for the expectation value of S²: 0.755. As for the spin multiplicity: 2.



Below is a structure of composition C14H24BNO28S5, with properties calculated with wB97M-V/def2-TZVPD.

Last column: Mulliken charge in e.
Geometry (Å):
N1 2.14363 -17.55777 18.47298  0.88
H1 1.45590 -17.07159 17.89657  0.27
H2 1.94567 -17.38635 19.46079  0.47
H3 3.04532 -17.07146 18.32510  0.01
H4 2.15317 -18.53893 18.19279  0.08
O1 3.67041 -11.22604 22.90771  -0.57
C1 3.87834 -12.31697 22.47641  0.56
O2 4.67853 -12.64890 21.47906  -0.47
B1 4.53861 -14.09208 21.20040  1.08
O3 3.67607 -14.60874 22.25256  -0.42
C2 3.17380 -13.59624 22.96397  0.61
O4 2.34349 -13.69942 23.80839  -0.57
O5 3.96728 -14.29428 19.83189  -0.53
C3 4.64003 -15.22299 19.23237  0.52
O6 4.31503 -15.85450 18.24756  -0.74
C4 5.95806 -15.46061 20.03168  0.48
O7 5.85358 -14.76789 21.14295  -0.54
O8 6.83915 -16.18820 19.68485  -0.60
C5 1.02455 -15.71572 13.95592  -0.03
C6 1.93227 -14.68227 14.60685  -0.18
O9 1.32463 -14.32965 15.86695  -0.30
S1 -0.11093 -15.01422 16.05175  0.91
O10 -1.14987 -14.07063 16.29956  -0.58
O11 0.03808 -16.13220 16.93917  -0.52
O12 -0.26625 -15.55955 14.54839  -0.38
H5 1.37944 -16.74229 14.06128  0.06
H6 0.93698 -15.53697 12.88519  0.33
H7 1.97965 -13.74426 14.05623  0.34
H8 2.93151 -15.07764 14.77202  0.21
C7 4.91015 -20.26114 15.10770  -0.35
C8 4.91827 -20.10937 16.64164  -0.33
O13 4.17949 -18.90531 16.87663  -0.01
S2 4.56538 -17.84325 15.71857  0.76
O14 5.87426 -17.33758 15.98523  -0.58
O15 3.46703 -16.97780 15.43595  -0.25
O16 4.66215 -18.96119 14.55094  -0.36
H9 4.03549 -20.82526 14.78452  0.22
H10 5.82026 -20.71552 14.72722  0.38
H11 5.92669 -19.87605 16.99150  0.47
H12 4.46243 -20.94501 17.15956  0.00
C9 4.69869 -22.04051 21.66292  -0.40
C10 4.30213 -22.86238 20.40349  -0.45
O17 3.27703 -22.09757 19.70788  -0.18
S3 2.59938 -21.09175 20.80040  0.89
O18 1.72587 -21.82295 21.64774  -0.64
O19 2.12696 -19.91415 20.15419  -0.24
O20 3.99338 -20.81011 21.53160  -0.32
H13 5.75851 -21.80564 21.68533  0.32
H14 4.41616 -22.57399 22.56789  0.29
H15 3.76681 -23.76432 20.70470  0.28
H16 5.09290 -23.06399 19.68893  0.31
C11 1.55585 -22.99598 16.94662  -0.20
C12 0.10771 -22.97133 16.43809  -0.36
O21 -0.11255 -21.60372 16.10377  -0.35
S4 1.24936 -20.72956 16.15492  0.86
O22 1.33458 -20.06392 17.41814  -0.20
O23 1.39918 -19.98804 14.95166  -0.68
O24 2.19059 -22.01480 16.11794  -0.31
H17 2.11110 -23.92671 16.93410  0.46
H18 1.54555 -22.64063 17.98065  0.00
H19 -0.58284 -23.36394 17.18218  0.35
H20 -0.03682 -23.54536 15.52041  0.28
C13 -3.11248 -18.89056 18.86536  -0.48
C14 -1.84575 -19.10938 18.03325  -0.14
O25 -0.99160 -19.78825 18.94259  -0.16
S5 -1.13110 -19.13327 20.39280  1.03
O26 -0.27685 -17.99916 20.46957  -0.51
O27 -1.13508 -20.19171 21.34755  -0.53
O28 -2.66066 -18.58680 20.18278  -0.36
H21 -3.69599 -19.80789 18.96671  0.32
H22 -3.69708 -18.12174 18.35999  0.34
H23 -1.38650 -18.16140 17.74289  0.10
H24 -2.10076 -19.71875 17.16946  0.35

Forces on atoms 1 to 2 (eV/Å):
N 0.3 0.9 0.1
H -0.3 0.2 0.0

Its HOMO-LUMO gap is 8.38 eV. Its net charge is 0. As for the spin multiplicity: 1.



Below is a cluster of 3 separate species, C7H20N2O in total, with properties calculated with wB97M-V/def2-TZVPD.

Last column: natural (NBO) charge in e.
Geometry (Å):
C1 -1.20318 -1.62793 -1.86394  0.09
C2 -0.47609 -2.40490 1.63839  -0.23
C3 0.19569 -1.52668 -2.35289  -0.67
C4 -1.94271 -0.54719 -1.43086  -0.67
O1 -0.77268 -1.76713 0.43081  -0.84
H1 -1.66121 -2.60880 -1.87821  0.20
H2 -1.33339 -2.91717 2.09736  0.16
H3 -0.03121 -1.73431 2.38801  0.15
H4 0.29067 -3.16734 1.45074  0.17
H5 0.82326 -2.29476 -1.90086  0.23
H6 0.19733 -1.67965 -3.43865  0.23
H7 -3.02308 -0.61854 -1.46675  0.22
H8 -1.46959 -0.87240 0.00561  0.50
H9 -1.56888 0.44052 -1.67611  0.23
H10 0.63255 -0.56519 -2.08023  0.22
C5 0.80585 1.74814 0.96739  -0.06
C6 -0.04772 1.36597 2.17196  -0.62
C7 1.88207 0.69921 0.69195  -0.63
N1 -0.05974 1.87842 -0.21613  -0.47
N2 0.51071 2.61547 -1.29326  -0.66
H11 -0.90707 2.37266 0.04140  0.35
H12 1.30383 2.71214 1.18888  0.15
H13 1.09961 1.99067 -1.83146  0.34
H14 1.09818 3.38078 -0.95496  0.32
H15 -0.80891 2.12283 2.37376  0.20
H16 2.52997 0.58515 1.56141  0.21
H17 0.57057 1.27036 3.06446  0.21
H18 -0.55144 0.41945 1.98280  0.22
H19 2.50499 0.99154 -0.15469  0.20
H20 1.41162 -0.26133 0.48406  0.23

Forces on atoms 1 to 2 (eV/Å):
C -0.8 1.2 0.3
C 0.0 0.3 0.5

Its HOMO-LUMO gap is 9.98 eV. Its net charge is 0. As for the SMILES: CC(C)NN.C=CC.CO. As for the spin multiplicity: 1.



Below is an isolated molecule of C25H29N5O4S2, with properties calculated with wB97M-V/def2-TZVPD.

Last column: natural (NBO) charge in e.
Geometry (Å):
C1 -3.42257 1.70947 -5.83840  -0.61
C2 -2.79895 2.96781 -5.24706  -0.41
C3 -3.06159 3.09157 -3.74452  -0.24
N1 -2.53010 1.96595 -2.99600  -0.45
C4 -1.21388 1.87490 -2.68951  0.35
N2 -0.65970 0.87689 -2.08667  -0.59
C5 -1.44491 -0.17553 -1.68449  0.16
C6 -0.85599 -1.26034 -1.02756  -0.19
C7 -1.64837 -2.28472 -0.56157  -0.17
C8 -3.02926 -2.25688 -0.74615  -0.22
C9 -3.61837 -1.20482 -1.40949  -0.14
C10 -2.83274 -0.15387 -1.88695  -0.20
C11 -3.44116 0.96930 -2.58687  0.68
O1 -4.62252 1.08951 -2.82266  -0.59
H1 -4.68433 -1.15954 -1.57206  0.24
H2 -3.63507 -3.06351 -0.36475  0.22
H3 -1.19852 -3.11643 -0.04184  0.22
H4 0.21557 -1.27494 -0.89549  0.21
S1 -0.19860 3.24959 -3.12259  0.28
C12 1.47940 2.67199 -2.69980  -0.61
C13 1.83814 2.89895 -1.23246  0.67
O2 2.62256 3.74897 -0.88294  -0.60
N3 1.18373 2.02641 -0.42645  -0.64
C14 1.19404 1.92919 0.95811  0.15
C15 0.31484 1.01059 1.53444  -0.19
C16 0.29428 0.85175 2.90013  -0.34
C17 1.11814 1.58505 3.73166  -0.20
C18 1.98443 2.50382 3.15852  -0.19
C19 2.03192 2.67642 1.78548  -0.22
H5 2.70905 3.38952 1.34381  0.26
H6 2.63562 3.09051 3.78769  0.22
H7 1.06906 1.43985 4.79818  0.23
S2 -0.78943 -0.39711 3.58171  2.32
O3 -1.51070 0.10714 4.70762  -0.92
O4 -1.52429 -1.00845 2.51333  -0.93
N4 0.29537 -1.51503 4.23167  -0.86
C20 1.47129 -1.87619 3.59271  0.45
N5 2.51270 -1.94948 4.30645  -0.47
C21 3.76997 -2.38443 3.75611  -0.24
C22 3.75753 -3.82323 3.23029  -0.41
C23 3.14004 -3.95964 1.84079  -0.39
C24 1.64948 -3.63108 1.79632  -0.38
H8 1.10973 -4.27274 2.49563  0.21
H9 1.27913 -3.84764 0.79112  0.20
C25 1.33831 -2.16468 2.12016  -0.52
H10 0.31891 -1.93753 1.81609  0.25
H11 2.03137 -1.51780 1.57179  0.22
H12 3.67347 -3.30433 1.14639  0.19
H13 3.28068 -4.98715 1.49556  0.21
H14 3.21210 -4.44779 3.94042  0.20
H15 4.78865 -4.18129 3.19010  0.21
H16 4.49018 -2.30701 4.57584  0.20
H17 4.09299 -1.70702 2.95357  0.18
H18 0.41870 -1.37286 5.22502  0.43
H19 -0.35874 0.42029 0.93260  0.24
H20 0.52431 1.39967 -0.91188  0.44
H21 2.14206 3.26836 -3.32605  0.26
H22 1.53594 1.61790 -2.96731  0.26
H23 -4.13892 3.09515 -3.56013  0.25
H24 -2.62149 4.01374 -3.35509  0.22
H25 -3.22525 3.84996 -5.72645  0.21
H26 -1.72362 2.97278 -5.43515  0.21
H27 -2.95087 0.81498 -5.43579  0.20
H28 -4.48374 1.66503 -5.60674  0.22
H29 -3.30001 1.70003 -6.91843  0.21

Forces on atoms 1 to 2 (eV/Å):
C 0.0 0.2 0.0
C -0.1 -0.2 0.1

Its HOMO-LUMO gap is 9.09 eV. Its net charge is 0. As for the SMILES: CCCn1c(SCC(=O)Nc2cccc(S(=O)(=O)NC3=NCCCCC3)c2)nc2ccccc2c1=O. As for the spin multiplicity: 1.



Below is a structure of composition C31H32N7O3RuS3Sb, with properties calculated with wB97M-V/def2-TZVPD.

Last column: Mulliken charge in e.
Geometry (Å):
Ru1 0.50321 0.73381 -0.47693  0.20
C1 2.62480 -1.77733 -2.02688  -1.10
C2 3.23597 -0.62518 -1.31050  -0.15
N1 2.58537 0.37277 -0.75929  2.46
C3 3.41683 1.19468 -0.02827  -1.10
C4 4.72927 0.88811 -0.12901  -0.36
S1 4.92140 -0.51839 -1.07419  -0.21
C5 2.77414 2.09729 0.90478  -0.42
C6 3.32990 3.03938 1.69554  -0.32
S2 2.15968 3.63163 2.78654  -0.24
C7 0.96827 2.59614 2.12258  0.29
N2 1.43102 1.87398 1.13133  1.43
C8 -0.40566 2.56328 2.69644  -1.24
H1 1.56929 -1.84947 -1.76946  -0.08
H2 3.10800 -2.70364 -1.71880  0.53
H3 2.74322 -1.67777 -3.10687  0.33
H4 5.56476 1.35026 0.36814  0.47
H5 4.34781 3.38986 1.71055  0.51
H6 -0.35619 2.31317 3.75701  0.50
H7 -1.00929 1.82883 2.17733  -0.09
H8 -0.88349 3.53981 2.60573  0.44
C9 -1.30665 -2.53732 6.74370  -1.53
C10 -0.67694 -2.35737 5.39029  0.92
C11 -0.93139 -1.22177 4.62389  -0.79
C12 -0.32542 -1.04483 3.39189  -0.35
C13 0.53561 -2.02082 2.91520  -0.53
C14 0.79451 -3.16791 3.64908  -0.25
C15 0.18477 -3.32729 4.88263  -0.78
S3 1.41026 -1.72773 1.41030  1.51
O1 1.95233 -2.97489 0.94213  -0.76
O2 2.32516 -0.65409 1.68861  -0.81
N3 0.29606 -1.16066 0.34119  1.39
C16 -0.78371 -1.98957 0.01196  -0.42
C17 -1.06381 -3.22459 0.56063  -0.64
C18 -2.22403 -3.93561 0.19965  -1.04
C19 -3.11353 -3.44413 -0.70968  -0.91
C20 -2.83510 -2.21304 -1.33886  0.98
C21 -3.68282 -1.63347 -2.30660  -0.99
C22 -3.34330 -0.44230 -2.87975  -1.48
C23 -2.12804 0.15669 -2.51381  -0.50
N4 -1.31268 -0.35428 -1.62187  1.01
C24 -1.65757 -1.50902 -0.99861  -0.43
H9 -1.95447 -1.70002 6.99617  0.35
H10 -0.53735 -2.61755 7.51282  0.35
H11 -1.89793 -3.45315 6.78045  0.35
H12 -1.61517 -0.46999 4.99970  0.36
H13 -0.52507 -0.16894 2.78820  0.11
H14 1.46365 -3.91911 3.25018  0.54
H15 0.38120 -4.22070 5.46287  0.41
H16 -0.38830 -3.67105 1.26961  0.50
H17 -2.40860 -4.89137 0.67195  0.44
H18 -4.01786 -3.98051 -0.96424  0.45
H19 -4.59601 -2.14440 -2.58591  0.45
H20 -3.97499 0.03544 -3.61520  0.52
H21 -1.83242 1.08929 -2.97489  0.68
C25 0.51790 -0.46430 -4.76795  -1.42
Sb1 0.89595 1.06722 -3.31349  0.76
C26 -0.12497 2.67654 -4.28237  -1.37
C27 2.84217 1.72035 -3.86325  -1.32
H22 1.28388 -0.41662 -5.54115  0.46
H23 -0.45924 -0.27926 -5.21179  0.44
H24 0.51393 -1.45001 -4.31198  0.36
H25 -0.39625 2.35950 -5.28825  0.45
H26 0.56106 3.51983 -4.33681  0.45
H27 -1.01655 2.99577 -3.74783  0.35
H28 2.86294 1.81441 -4.94819  0.49
H29 3.62332 1.03650 -3.53788  0.37
H30 3.00217 2.69454 -3.40479  0.41
N5 -3.55021 2.48294 -0.07769  -0.39
C28 -2.22014 2.45234 -0.26726  1.06
O3 -1.56241 1.46803 0.16328  -0.52
C29 -1.59888 3.54221 -0.96087  -0.40
C30 -0.23528 3.35972 -1.13031  0.95
N6 0.86061 2.97905 -1.24072  -0.65
C31 -2.32382 4.62246 -1.51273  -0.45
N7 -2.95340 5.46583 -1.98232  -0.50
H31 -4.10566 3.26660 -0.37742  0.21
H32 -3.98578 1.72114 0.41234  0.27

Forces on atoms 1 to 2 (eV/Å):
Ru -0.7 0.7 0.3
C -0.1 0.0 -0.1

Its HOMO-LUMO gap (spin up / spin down) is 7.24 / 6.41 eV. Its net charge is +1. As for the expectation value of S²: 0.760. As for the spin multiplicity: 2.



Number 1: M 692.12 g mol⁻¹. Number 2: M 825.47 g mol⁻¹. Number 3: M 148.25 g mol⁻¹. Number 4: M 527.67 g mol⁻¹. Number 5: M 869.67 g mol⁻¹.